# C5H7NO

One molecule with the formula C5H7NO (ωB97M-V/def2-TZVPD, the OMol25 dataset).

```
14
C5H7NO ωB97M-V/def2-TZVPD
C 2.42002 0.01098 0.34001
N 1.26378 0.88778 0.44673
C 0.14206 0.33052 0.54587
O -0.11766 -1.04307 0.40710
C -0.99956 -0.58615 -0.62398
C -2.28483 -0.21325 -0.03405
C -1.15976 0.80569 0.03099
H 2.89912 0.15315 -0.63936
H 3.14307 0.29699 1.10474
H 2.18208 -1.05551 0.44025
H -0.57237 -0.64813 -1.61346
H -2.63059 -0.77858 0.82749
H -3.05995 0.09161 -0.73415
H -1.22542 1.74797 -0.49819
```

Summary:
Orbital gap, eV: 10.166
E_tot, a.u.: -324.59844
Charge: 0
E_LUMO, eV: 1.01

# CH5N2S

An isolated ion of composition CH5N2S and charge +1 in a non-equilibrium geometry (ωB97M-V/def2-TZVPD, the OMol25 dataset).

```
9
CH5N2S ωB97M-V/def2-TZVPD
C 0.19027 -0.13496 -0.77113
N -0.29488 -1.02429 -0.00306
N 0.55303 1.09655 -0.40388
S -0.44162 -1.16679 1.94098
H 0.01124 -0.21061 -1.94779
H -0.37672 -1.92814 -0.29956
H 0.57365 1.49290 0.51638
H -0.99817 0.12286 2.08779
H 0.78320 1.75247 -1.11972
```

Summary:
Orbital gap, eV: 9.730
SMILES string: [NH2+]=CNS
E_tot, a.u.: -548.50084
Charge: +1
E_LUMO, eV: -5.12

# C32H27IrN6O

C32H27IrN6O as an isolated structure in a non-equilibrium geometry (ωB97M-V/def2-TZVPD, the OMol25 dataset).

```
67
C32H27IrN6O ωB97M-V/def2-TZVPD
Ir 0.06183 0.34617 0.47494
C -1.08344 4.18725 2.07544
C -0.92763 5.07367 1.02002
C -0.66934 4.56756 -0.23543
C -0.54858 3.19333 -0.43711
N -0.61541 2.34135 0.61940
C -0.90955 2.84492 1.82884
N -0.46095 2.82910 -1.78776
C -0.71770 1.64715 -2.17866
N -0.91641 0.56527 -1.34166
C -1.29982 -0.51031 -2.01250
N -1.48580 -1.67242 -1.39673
C -2.14499 -1.57998 -0.16033
C -3.19026 -2.46971 0.07607
C -3.83748 -2.46351 1.29301
C -3.43402 -1.56189 2.27051
C -2.39045 -0.71245 1.98983
N -1.75034 -0.71418 0.80892
C -1.30249 -0.19997 -3.45058
C -1.61269 -0.95920 -4.55890
C -1.51278 -0.34144 -5.80422
C -1.13533 0.99183 -5.91480
C -0.84202 1.76214 -4.78883
C -0.91886 1.14410 -3.56155
H -1.31631 4.52144 3.07578
H -1.02579 6.14015 1.17059
H -0.58066 5.20345 -1.10308
H -0.99122 2.12349 2.62775
H -3.46366 -3.14841 -0.71788
H -4.64835 -3.15420 1.48182
H -3.90916 -1.52173 3.23954
H -2.01676 -0.01931 2.73070
H -1.92159 -1.99139 -4.46090
H -1.73758 -0.90440 -6.69993
H -1.07013 1.44219 -6.89618
H -0.55841 2.80208 -4.87655
C 0.36419 -3.69963 -0.94857
C 0.48711 -4.38412 0.22255
C 0.66791 -3.70069 1.43394
C 0.75218 -2.33442 1.39793
N 0.67302 -1.64708 0.21704
C 0.36245 -2.27874 -0.94220
C 0.97147 -1.45512 2.55381
C 1.43438 -1.91640 3.78328
C 1.71406 -1.01669 4.79593
C 1.56107 0.34631 4.57516
C 1.09385 0.80791 3.35251
C 0.76519 -0.08401 2.32961
H 0.22208 -4.20414 -1.89334
H 0.46886 -5.46673 0.21803
H 0.76446 -4.23764 2.36495
H 0.80564 -1.81410 -1.81526
H 1.60644 -2.97310 3.94360
H 2.08303 -1.37359 5.74814
H 1.82017 1.05206 5.35408
H 1.02820 1.87517 3.18731
C 3.92229 1.57347 0.47491
C 2.93020 0.56280 -0.07153
C 3.26587 0.13082 -1.48776
O 1.65284 1.21145 -0.08663
H 4.92636 1.14760 0.47646
H 3.66432 1.85073 1.49691
H 3.92381 2.47091 -0.14474
H 2.88105 -0.30731 0.58791
H 3.26790 0.99458 -2.15411
H 2.54917 -0.60384 -1.85492
H 4.25454 -0.32856 -1.51454
```

Summary:
Orbital gap (spin up / spin down), eV: 6.537 / 5.907
2S+1: 2
E_tot, a.u.: -1743.54830
Charge: +1
E_LUMO (spin up / spin down), eV: -3.81 / -4.45

# C2H4Cl3N2

A 2-piece molecular cluster, C2H4Cl3N2 overall in a non-equilibrium geometry (ωB97M-V/def2-TZVPD, the OMol25 dataset).

```
11
C2H4Cl3N2 ωB97M-V/def2-TZVPD
C 0.78712 0.49381 -0.73416
C -1.30166 -0.33899 2.10691
N 1.26823 0.27400 -2.02409
N 0.04527 -0.32227 -0.08762
Cl 1.08979 2.08790 0.03553
Cl -2.03884 1.03717 1.69715
Cl -2.16431 -1.82942 1.95305
H -0.37814 -0.40724 2.73272
H 0.84270 -0.47334 -2.53220
H 2.04052 0.64122 -2.41435
H -0.19069 -1.16283 -0.73295
```

Summary:
Orbital gap, eV: 7.153
E_tot, a.u.: -1568.34871
Charge: +1
E_LUMO, eV: -6.79

Record-wise energy above the lowest of the compared OMol25 structures with the same formula, charge and spin values, in kJ/mol: 330.9, 96.3, 192.3, 204.2